Formula: C33H88F3N8O11PtS
Source: the OMol25 dataset
Level of theory: wB97M-V/def2-TZVPD

calculated total energy = -3392.3040 Eh
total charge = +1
spin multiplicity = 3
Kohn-Sham gap (spin up / spin down) = 5.3 / 4.3 eV
ΔE to the lowest compared entry with this formula, charge and spin = 132.90 kcal/mol

```
145
Properties=species:S:1:pos:R:3:forces:R:3
Pt -29.7554 29.0437 20.5253 -1.5 0.5 2.6
C -31.9985 28.1681 24.2923 -0.4 -0.7 -0.5
F -32.9114 27.5242 25.0785 1.1 1.5 -1.1
F -32.3929 29.4146 23.9268 -0.4 -1.0 0.2
F -30.8640 28.3491 24.9490 0.0 -0.6 0.3
S -31.7293 27.1415 22.7080 -2.4 -3.2 -0.7
O -30.5100 27.7353 22.1131 1.0 0.3 0.2
O -31.5488 25.7201 23.1124 0.1 3.7 -0.7
O -32.9133 27.3856 21.8675 1.5 0.4 1.2
C -35.8697 25.4859 26.1499 1.5 0.6 0.1
C -36.3297 25.6168 27.5974 -0.2 0.4 -1.5
C -36.4659 27.0773 28.0623 0.3 -2.0 1.1
O -35.1704 27.6492 28.2037 0.0 0.6 -1.0
C -35.1577 29.0619 28.3765 -0.4 -0.2 0.1
N -37.6330 25.0181 27.6933 -0.7 -0.4 1.1
H -36.3447 26.1840 25.4606 -0.2 0.3 0.2
H -35.9728 24.5172 25.6608 -0.1 -0.3 0.6
H -34.8049 25.7108 26.2110 0.2 0.2 -0.7
H -35.6124 25.1456 28.2694 -0.2 -0.2 0.1
H -36.8953 26.8877 29.0461 -0.2 0.7 0.4
H -37.2670 27.5204 27.4706 0.6 1.0 -0.4
H -35.4454 29.6050 27.4763 -0.6 -0.1 -0.2
H -34.1705 29.4759 28.5818 0.3 -0.7 0.3
H -35.8244 29.2870 29.2089 -0.1 0.5 0.0
H -38.2228 25.3977 26.9666 -0.1 0.0 -0.1
H -37.5429 24.0275 27.5184 -0.2 -0.1 0.0
C -34.7973 35.7176 27.0221 0.6 0.0 -0.3
C -35.4186 34.6211 26.1745 -0.3 0.7 -0.6
C -34.4107 33.6364 25.6257 0.2 -0.7 -0.6
O -34.9914 32.3324 25.3062 0.4 1.9 0.9
C -33.9881 31.3627 25.1122 -1.7 -0.1 0.1
N -36.3965 33.9168 26.9210 -1.1 -0.2 0.5
H -34.0914 36.3135 26.4435 0.0 0.1 -0.2
H -34.2028 35.2793 27.8237 -0.1 -0.1 0.3
H -35.5413 36.4003 27.4326 -0.1 -0.2 0.0
H -35.9275 35.1207 25.3502 -0.1 0.0 -0.3
H -33.6437 33.5819 26.3983 0.4 -0.6 0.0
H -33.9809 33.9657 24.6797 0.4 0.4 0.0
H -33.5866 31.0101 26.0622 0.6 0.3 0.1
H -33.2552 31.7646 24.4126 0.3 -0.5 -0.1
H -34.6163 30.5476 24.7529 0.8 -0.4 -0.6
H -36.0348 33.6545 27.8268 0.0 -0.2 0.2
H -36.5952 33.0792 26.3927 -0.4 -0.3 0.4
C -32.8756 31.3600 18.8278 0.0 -1.4 -0.9
C -32.0811 31.4907 20.0484 1.4 0.0 0.7
C -32.6925 32.4141 21.0258 -0.9 2.6 -0.4
O -31.8209 32.7282 22.0874 0.4 0.1 0.8
C -31.4005 34.0862 22.1098 -0.2 0.5 -0.6
N -31.8488 30.2704 20.8175 1.6 -1.1 -0.4
H -32.3026 30.8645 18.0441 0.1 0.1 -0.1
H -33.2009 32.3246 18.4383 -0.5 -0.3 0.2
H -33.6164 30.6146 19.1171 -1.0 0.5 -0.6
H -31.0765 31.8579 19.8383 0.1 0.4 -0.1
H -33.6580 32.1530 21.4592 -0.1 -0.6 -0.2
H -32.8867 33.2900 20.4068 -0.2 0.6 0.4
H -32.2009 34.8140 22.2435 -0.5 -0.3 0.1
H -30.9710 34.3165 21.1348 0.5 0.2 0.1
H -30.7168 34.3008 22.9312 0.2 -0.5 -0.1
H -31.8309 30.7179 21.7228 0.9 -1.1 1.0
H -32.6280 29.6286 20.8524 -0.4 -0.5 -0.2
C -32.2760 22.1549 25.3293 0.1 0.0 0.2
C -33.1424 23.3190 25.7576 -0.4 -0.7 0.2
C -33.4411 23.2288 27.2886 -1.0 -0.8 -0.9
O -34.2588 22.0798 27.6312 0.6 2.3 -1.9
C -34.2604 21.8090 28.9850 -0.3 -2.0 0.4
N -32.4273 24.5094 25.5006 1.7 1.3 0.1
H -31.8483 22.2108 24.3282 -0.5 0.4 -0.3
H -32.9062 21.2666 25.3733 0.6 -0.4 0.4
H -31.3886 22.2109 25.9596 0.0 -0.8 0.4
H -33.9627 23.3532 25.0406 -1.2 -0.6 0.8
H -33.9794 24.1103 27.6368 0.1 0.3 -0.1
H -32.4886 23.1815 27.8166 0.2 -0.1 0.0
H -33.9998 22.5722 29.7182 0.1 0.4 -0.4
H -33.5940 20.9485 29.0453 0.3 0.0 1.0
H -35.2605 21.4310 29.1969 -0.1 0.1 0.4
H -32.3164 24.5853 24.4996 0.1 0.3 0.1
H -32.8439 25.3652 25.8385 -0.3 -0.2 0.0
C -26.7675 31.0080 23.1184 0.6 -0.5 0.8
C -27.4093 30.0562 22.0963 0.4 1.8 0.0
C -27.2156 28.6116 22.3986 0.5 0.3 1.3
O -27.7588 27.8186 21.3835 -0.8 -0.2 -1.2
C -27.3582 26.4188 21.3967 0.4 -0.2 -0.1
N -28.8515 30.4117 22.0478 1.2 -0.5 -2.3
H -27.1432 30.8955 24.1354 0.1 -0.9 0.1
H -26.9280 32.0838 23.0475 -0.1 0.0 -1.2
H -25.6923 30.8308 23.0954 0.0 0.2 0.3
H -26.9882 30.3561 21.1367 0.0 -0.4 -0.3
H -27.6548 28.5696 23.3954 -0.9 -1.1 0.2
H -26.1851 28.3472 22.6360 0.3 0.1 -0.6
H -27.8272 25.8808 22.2206 0.5 0.2 0.5
H -26.2718 26.4176 21.3091 0.1 -0.1 0.9
H -27.6079 25.8058 20.5307 -0.8 1.0 -0.5
H -28.7316 31.3522 21.6996 -0.9 0.4 -0.5
H -29.1919 30.5987 22.9801 -1.2 -0.4 1.2
C -35.1565 25.0219 22.3482 1.4 -1.5 1.3
C -36.3248 25.0889 21.4267 -0.4 -0.1 0.1
C -37.7358 24.8510 22.0610 1.0 0.5 -0.2
O -38.0485 25.9345 22.9563 -0.5 -1.3 0.4
C -39.4601 25.9842 23.2791 0.4 0.5 -1.3
N -36.1228 26.3559 20.7768 -1.1 2.6 -0.5
H -34.2702 24.9325 21.7200 0.1 0.2 0.0
H -35.0662 24.1684 23.0201 -0.4 -0.4 0.1
H -35.0008 25.8909 22.9875 -0.4 0.2 -0.1
H -36.1967 24.3797 20.6090 -0.2 -0.6 0.3
H -37.6821 23.8573 22.5058 0.2 0.0 1.0
H -38.5331 24.6680 21.3406 0.0 0.8 -0.6
H -39.9037 26.4489 22.3985 -0.5 0.2 0.0
H -39.6662 26.6240 24.1372 0.4 -0.1 0.0
H -39.9675 25.0254 23.3849 0.5 -0.3 0.3
H -35.2755 26.8133 21.0816 1.4 -1.0 -0.5
H -36.6150 27.0461 21.3259 -1.7 0.2 -0.1
C -29.0320 30.3704 26.2294 0.6 -0.4 0.0
C -30.1870 31.1808 25.7225 -0.7 1.5 1.7
C -30.4899 32.4389 26.6038 -0.2 -0.2 -1.0
O -30.8594 32.1117 27.8912 1.2 -1.4 0.3
C -31.4242 33.1393 28.6495 -0.6 -0.2 -0.2
N -29.9183 31.6692 24.3745 0.3 -0.4 -0.8
H -28.8672 29.5496 25.5313 0.3 0.0 -0.1
H -29.2194 29.8983 27.1938 -0.2 0.3 0.0
H -28.1216 30.9615 26.3284 0.1 0.1 0.0
H -31.0420 30.5150 25.8398 -0.3 0.3 -0.8
H -31.2603 33.0409 26.1218 -0.8 -0.2 -0.3
H -29.6520 33.1288 26.5043 0.8 0.0 0.6
H -31.4342 32.8691 29.7054 0.3 -0.1 -0.1
H -32.4618 33.1470 28.3156 -0.3 0.9 0.2
H -30.8840 34.0727 28.4913 -0.2 0.2 0.1
H -29.1358 32.3074 24.3952 0.6 0.0 0.4
H -30.6182 32.2671 23.9589 -0.9 -0.4 0.2
C -28.9672 24.9572 26.5318 0.8 -0.3 0.9
C -28.0813 24.4568 25.3965 -0.5 -0.4 0.8
C -27.7056 22.9667 25.5484 -0.3 -0.2 0.7
O -26.8924 22.6109 26.6751 0.1 0.6 -0.1
C -25.6565 23.2868 26.7067 0.3 0.6 -1.6
N -28.8817 24.6474 24.2118 -0.2 -0.3 -1.3
H -28.4540 24.9959 27.4927 0.2 0.5 0.0
H -29.8158 24.3081 26.7474 -0.2 0.0 -0.6
H -29.3099 25.9225 26.1591 -0.2 0.2 0.8
H -27.2567 25.1547 25.2516 0.6 -0.4 0.3
H -27.3753 22.5238 24.6088 0.8 0.3 -0.1
H -28.6083 22.3969 25.7686 -0.4 0.3 -0.1
H -24.9336 22.9002 27.4250 -0.6 0.0 0.2
H -25.7477 24.3730 26.7101 -0.4 0.3 1.2
H -25.1914 23.2525 25.7215 0.4 -0.9 -0.4
H -29.2512 25.5818 24.3136 0.0 0.4 -0.5
H -29.7410 24.1351 24.3501 -0.3 -0.5 -0.2
```
Positions in Å, forces in eV/Å.


Formula: C5H8N3O
Source: the OMol25 dataset
Level of theory: wB97M-V/def2-TZVPD

SMILES string = NC(=O)C1=CCNC1=[NH2+]
calculated total energy = -434.5961 Eh
total charge = +1
spin multiplicity = 1
Kohn-Sham gap = 10.3 eV
ΔE to the lowest compared entry with this formula, charge and spin = 0.00 kcal/mol

```
17
Properties=species:S:1:pos:R:3:forces:R:3
C 0.5340 1.3002 -0.0731 0.5 -4.1 0.7
C -0.3261 0.2646 0.0863 1.3 -1.5 -0.5
C 0.5809 -1.0058 0.0310 -1.0 1.2 0.1
C -1.8556 0.0189 0.0599 2.5 0.6 1.1
C 1.9690 0.8150 0.0182 -0.3 2.3 -2.9
N 1.8485 -0.6231 -0.0982 0.2 1.8 0.4
N -2.5816 1.1354 0.0330 -1.4 0.5 -0.3
N 0.1242 -2.2250 0.0807 -2.1 -1.6 -0.3
O -2.2608 -1.1278 0.1153 -0.5 0.3 -0.5
H 0.3979 2.2819 -0.2450 -1.0 3.2 -0.3
H 2.6839 1.3997 -0.7554 -1.7 -1.9 1.2
H 2.3423 1.2178 0.9274 0.5 -0.3 1.4
H 2.7212 -1.0413 -0.3319 0.0 -1.5 0.0
H -2.3318 2.0473 0.4435 0.0 -1.0 -0.6
H -3.5509 0.9617 -0.2344 0.2 0.4 0.5
H -0.9685 -2.4071 0.2203 2.8 1.2 -0.6
H 0.6735 -3.0123 -0.2775 -0.1 0.5 0.6
```
Positions in Å, forces in eV/Å.


Please write out number 2 again, unchanged.
Formula: C5H8N3O
Source: the OMol25 dataset
Level of theory: wB97M-V/def2-TZVPD

SMILES string = NC(=O)C1=CCNC1=[NH2+]
calculated total energy = -434.5961 Eh
total charge = +1
spin multiplicity = 1
Kohn-Sham gap = 10.3 eV
ΔE to the lowest compared entry with this formula, charge and spin = 0.00 kcal/mol

```
17
Properties=species:S:1:pos:R:3:forces:R:3
C 0.5340 1.3002 -0.0731 0.5 -4.1 0.7
C -0.3261 0.2646 0.0863 1.3 -1.5 -0.5
C 0.5809 -1.0058 0.0310 -1.0 1.2 0.1
C -1.8556 0.0189 0.0599 2.5 0.6 1.1
C 1.9690 0.8150 0.0182 -0.3 2.3 -2.9
N 1.8485 -0.6231 -0.0982 0.2 1.8 0.4
N -2.5816 1.1354 0.0330 -1.4 0.5 -0.3
N 0.1242 -2.2250 0.0807 -2.1 -1.6 -0.3
O -2.2608 -1.1278 0.1153 -0.5 0.3 -0.5
H 0.3979 2.2819 -0.2450 -1.0 3.2 -0.3
H 2.6839 1.3997 -0.7554 -1.7 -1.9 1.2
H 2.3423 1.2178 0.9274 0.5 -0.3 1.4
H 2.7212 -1.0413 -0.3319 0.0 -1.5 0.0
H -2.3318 2.0473 0.4435 0.0 -1.0 -0.6
H -3.5509 0.9617 -0.2344 0.2 0.4 0.5
H -0.9685 -2.4071 0.2203 2.8 1.2 -0.6
H 0.6735 -3.0123 -0.2775 -0.1 0.5 0.6
```
Positions in Å, forces in eV/Å.